(1)
The following is a DFT calculation (wB97M-V/def2-TZVPD) of C5H2O in the gas phase.

The value obtained for the HOMO energy (spin up / spin down) is -10.164 / -10.164 eV.

```
! wB97M-V def2-TZVPD RIJCOSX def2/J DEFGRID3
* xyz 0 1
O -2.05142 1.29646 -0.13369
C -0.92745 1.02610 0.16133
C 1.32642 -0.09243 -0.86266
C 1.94758 -0.59208 0.18283
C 0.62057 -0.71314 0.37639
C -0.62495 -0.47117 0.60037
H -0.24990 1.81108 0.52406
H -1.44915 -1.14327 0.73646
*
```

(2)
The following is a DFT calculation (wB97M-V/def2-TZVPD) of C5H2O in the gas phase.

The value obtained for the HOMO energy is -9.654 eV.

```
! wB97M-V def2-TZVPD RIJCOSX def2/J DEFGRID3
* xyz 0 1
O -2.87827 0.20179 0.31557
C -1.77144 0.21160 -0.14862
C -1.06402 0.46781 -1.38918
C -0.11506 0.14922 -0.53233
C 1.18031 -0.09968 -0.05998
C 2.29282 -0.31541 0.35221
H -0.91663 -0.10574 0.72460
H 3.27230 -0.50960 0.73773
*
```

Among the structures above, stability is smallest for (2).